Computed, not measured: a 12-piece molecular cluster, C13H50N2O18 overall in a non-equilibrium geometry, with ωB97M-V with the def2-TZVPD basis set.

Properties
DFT total energy in Eh: -1989.0503
Orbital gap in eV: 9.4

CARTESIAN COORDINATES (ANGSTROEM)
1 N -0.2863 1.0884 -0.9529
2 C -0.2775 0.0899 -0.0392
3 N -1.4778 -0.2014 0.5440
4 O 0.7269 -0.6067 0.2572
5 H -1.1961 1.3909 -1.2618
6 H 0.5753 1.2266 -1.5060
7 H -2.1773 0.5080 0.6453
8 H -1.4197 -0.9232 1.2483
9 O -0.8294 -6.2099 1.3093
10 C -1.9772 -5.4196 1.0308
11 C -1.6174 -4.0303 0.5624
12 O -1.0310 -3.1677 1.5467
13 H -0.3218 -5.8548 2.0449
14 H -2.4648 -5.9224 0.1955
15 H -2.6525 -5.3722 1.8932
16 H -2.4179 -3.5076 0.0291
17 H -0.8867 -4.0963 -0.2597
18 H -0.2976 -3.6606 1.9348
19 O 3.1369 -0.1913 -5.4145
20 C 3.1757 0.8705 -4.4666
21 C 2.0424 0.7036 -3.4620
22 O 1.6727 1.9450 -2.8720
23 H 3.9145 -0.1126 -5.9736
24 H 4.1401 0.9459 -3.9506
25 H 3.0555 1.8158 -5.0122
26 H 2.3611 0.0156 -2.6703
27 H 1.1886 0.2011 -3.9157
28 H 2.5204 2.3185 -2.5203
29 O -4.4816 0.2273 1.8033
30 C -4.8189 -0.4681 3.0016
31 C -4.0223 -1.7696 3.1356
32 O -2.6243 -1.5818 3.1108
33 H -3.5851 0.5740 1.9475
34 H -4.6366 0.1919 3.8569
35 H -5.8718 -0.7257 2.8868
36 H -4.3890 -2.3521 2.2798
37 H -4.3250 -2.2822 4.0562
38 H -2.2618 -2.2742 2.5200
39 O -5.5995 2.1715 -2.3105
40 C -4.6209 1.5034 -3.0668
41 C -3.3216 1.2660 -2.3181
42 O -2.6800 2.5233 -2.0196
43 H -5.9294 1.5555 -1.6447
44 H -4.9675 0.5871 -3.5564
45 H -4.4129 2.1527 -3.9216
46 H -2.5900 0.7274 -2.9306
47 H -3.4859 0.7498 -1.3734
48 H -2.6215 3.1220 -2.7689
49 O 2.0875 -1.2184 -1.8424
50 C 3.4369 -1.3503 -1.2851
51 C 3.5482 -0.1436 -0.3725
52 O 4.8748 0.0997 0.0807
53 H 2.0083 -1.8637 -2.5505
54 H 3.4165 -2.2216 -0.6225
55 H 4.0642 -1.4372 -2.1721
56 H 2.8393 -0.2688 0.4407
57 H 3.2125 0.7310 -0.9381
58 H 5.3813 0.3837 -0.6869
59 O 2.5728 2.4495 1.3186
60 C 3.0966 2.6405 2.6181
61 C 4.2615 1.7168 2.9431
62 O 5.3921 1.9746 2.1169
63 H 2.3001 1.5231 1.1974
64 H 3.4695 3.6569 2.7378
65 H 2.2706 2.4817 3.3167
66 H 3.9945 0.6601 2.8173
67 H 4.5899 1.7910 3.9840
68 H 5.3857 1.3444 1.3884
69 O 3.7814 2.7388 -1.2527
70 H 3.2105 2.7580 -0.4659
71 H 4.6091 3.1104 -0.9315
72 O -2.1278 3.9797 0.3557
73 H -2.8382 4.6189 0.4919
74 H -2.4119 3.4570 -0.4238
75 O 1.3553 -3.3323 -0.1802
76 H 0.9500 -2.6045 0.3216
77 H 1.9091 -2.8870 -0.8382
78 O -2.3386 1.9903 2.5726
79 H -2.4523 2.7082 1.9209
80 H -1.9890 2.4228 3.3586
81 O 0.2012 -0.8045 3.2451
82 H -0.3964 -0.0612 3.3883
83 H 0.4012 -0.7857 2.2963